1.
# C23H25AsO11PbS

A molecular structure, C23H25AsO11PbS (wB97M-V/def2-TZVPD, the OMol25 dataset).

Structure (XYZ):
```
62
Properties=species:S:1:pos:R:3:forces:R:3
Pb -0.552931 0.124802 0.295282 0.16 0.19 -0.08
O 3.296213 1.935587 1.817973 0.11 0.07 0.03
C 2.558713 1.273846 1.090714 0.01 -0.13 0.03
O 1.295433 1.153889 1.232200 -0.13 0.06 -0.01
C 3.205324 0.603966 -0.136152 0.15 0.03 -0.01
C 2.632656 1.181996 -1.439803 -0.08 0.13 0.02
C 3.575823 0.882423 -2.613781 0.05 0.02 -0.04
C 3.293892 -0.623624 -2.846909 0.05 -0.05 -0.04
C 2.270697 -0.905241 -1.739276 -0.10 -0.10 -0.02
O 1.521832 0.322732 -1.730444 0.05 -0.02 0.04
C 2.973692 -0.923309 -0.374227 0.02 -0.06 0.02
C 2.202616 -1.686637 0.727920 0.01 0.05 -0.05
O 2.875774 -2.247149 1.591613 0.09 0.01 0.03
O 0.932869 -1.716059 0.615788 -0.11 -0.10 0.00
H 4.273509 0.816384 -0.065537 -0.08 0.01 0.02
H 2.281082 2.209679 -1.366381 0.03 0.01 0.00
H 4.615865 1.094298 -2.364958 0.01 0.00 0.00
H 3.304200 1.475969 -3.488700 0.00 0.00 0.00
H 4.182114 -1.249135 -2.752295 0.01 0.00 0.00
H 2.855039 -0.795452 -3.831724 -0.01 0.00 0.01
H 1.589112 -1.735215 -1.910644 0.02 -0.01 0.01
H 3.944571 -1.418268 -0.448171 -0.05 0.01 -0.02
C -0.433322 1.001525 -4.392616 0.04 0.01 -0.02
C -1.477349 0.510873 -3.428883 0.01 0.00 0.00
C -2.279161 1.408369 -2.735159 -0.03 0.03 0.00
C -3.196450 0.978349 -1.779355 0.07 -0.04 -0.03
C -3.958557 1.960675 -0.940835 -0.05 0.06 -0.01
C -3.301337 -0.386576 -1.538635 -0.07 -0.01 0.11
C -2.511342 -1.310133 -2.214518 0.05 0.01 0.05
C -2.562191 -2.762300 -1.832908 0.00 -0.07 -0.01
C -1.608588 -0.847497 -3.164142 -0.01 -0.02 0.01
H 0.493490 1.211513 -3.854019 -0.01 -0.01 0.01
H -0.753307 1.913840 -4.897662 -0.01 0.02 -0.01
H -0.209716 0.248220 -5.149569 -0.01 -0.01 -0.02
H -2.167024 2.472420 -2.916903 0.01 0.02 -0.01
H -3.431819 2.116018 0.006534 0.01 -0.02 0.02
H -4.958442 1.592109 -0.711052 -0.02 -0.01 0.02
H -4.047197 2.923414 -1.446343 -0.01 0.02 -0.01
H -3.947607 -0.733347 -0.739271 -0.06 -0.01 -0.02
H -2.148618 -2.905080 -0.831921 0.01 0.02 0.04
H -1.983238 -3.372647 -2.526571 0.00 -0.01 -0.01
H -3.587746 -3.134574 -1.816182 -0.02 0.00 0.00
H -0.967119 -1.555128 -3.679584 0.01 -0.02 -0.01
O -3.506534 1.058569 3.568601 -0.08 -0.01 -0.01
As -1.943519 1.749840 3.186268 0.15 -0.18 -0.01
O -1.812161 3.209164 3.906732 -0.08 0.08 0.00
O -1.744917 1.706221 1.509365 -0.06 0.01 0.08
C -0.568688 0.542376 3.873409 0.05 0.18 0.01
C 0.527021 1.246269 4.359094 0.05 -0.03 0.04
C 1.723669 0.601695 4.647239 -0.05 0.08 -0.01
C 1.835851 -0.759546 4.445924 -0.01 -0.06 0.02
C 0.741543 -1.484875 3.994409 0.06 -0.08 -0.02
C -0.453103 -0.844183 3.718069 -0.12 -0.04 -0.05
S -1.784605 -1.838064 3.056032 0.07 0.04 -0.04
O -2.959794 -1.599231 3.892428 -0.04 0.09 0.06
O -1.348680 -3.210663 3.040809 0.06 -0.14 0.02
O -1.990519 -1.258105 1.706990 -0.07 -0.14 -0.11
H -3.439841 0.077822 3.619601 0.00 0.09 0.02
H 0.444544 2.321189 4.456107 -0.02 0.01 -0.01
H 2.581989 1.181972 4.961687 -0.01 0.01 0.00
H 2.782022 -1.263888 4.593772 0.00 -0.01 -0.01
H 0.824289 -2.542090 3.790553 -0.01 -0.02 0.00
```
Forces are in eV/Å.

Values from the calculation:
- LUMO level (eV) = 4.2920
- total charge = -2
- strongest force on any atom (Eh/bohr) = 0.00510
- gap between HOMO and LUMO (eV) = 7.423
- highest occupied orbital energy (eV) = -3.1305

***

2.
# C23H25AuN6O2S2

A molecular structure, C23H25AuN6O2S2 at a distorted geometry (wB97M-V/def2-TZVPD, the OMol25 dataset).

Structure (XYZ):
```
59
Properties=species:S:1:pos:R:3:forces:R:3
Au -1.019786 -0.326638 0.487456 -0.63 -0.80 0.64
O -1.543041 2.486432 0.162717 -0.02 -0.13 -0.12
C -0.546933 2.566928 -0.492647 -0.48 0.20 0.21
O 0.158207 1.420779 -0.828456 -0.12 0.42 0.13
C 0.117877 3.750608 -1.026237 -0.08 -0.12 0.05
C -0.359825 5.053838 -0.978782 0.05 0.11 0.03
C 0.425482 6.055949 -1.514087 -0.06 -0.05 0.04
C 1.671137 5.749009 -2.070892 0.05 -0.05 -0.01
C 2.146628 4.450694 -2.120592 0.03 0.07 -0.02
C 1.336860 3.451066 -1.593932 0.22 -0.04 -0.21
S 1.634096 1.739974 -1.542917 0.40 -0.22 -0.14
H -1.321235 5.252485 -0.524894 -0.01 0.01 0.00
H 0.082440 7.080789 -1.500380 0.00 0.01 0.01
H 2.281509 6.545525 -2.475782 -0.01 0.01 -0.01
H 3.111176 4.226333 -2.554984 0.00 0.01 -0.01
N -1.753146 -2.660930 2.571975 -0.07 -0.04 0.02
C -1.516518 -1.791942 1.847050 0.33 0.40 -0.08
S 4.765855 -4.337262 1.085747 0.03 0.04 -0.02
C 3.547148 -3.051524 0.980711 0.00 0.02 -0.02
C 3.118334 -2.652098 -0.279310 -0.03 -0.07 0.00
C 2.116103 -1.700034 -0.361855 0.05 -0.05 0.05
N 1.546861 -1.134196 0.698110 0.34 0.10 -0.31
C 1.966124 -1.522181 1.898846 -0.12 0.01 0.04
C 2.954357 -2.471589 2.094081 0.04 0.03 0.00
C 5.722960 -3.766532 2.474538 -0.02 -0.04 0.06
C 6.736594 -2.834969 2.300760 -0.03 0.02 -0.02
C 7.464745 -2.436938 3.411226 0.02 0.04 -0.03
N 7.251582 -2.900623 4.639639 0.01 0.01 0.02
C 6.284783 -3.799121 4.791821 -0.02 -0.03 0.02
C 5.497095 -4.266848 3.748219 0.03 -0.04 -0.02
H 3.553872 -3.074029 -1.175198 0.00 0.00 0.00
H 1.753045 -1.379019 -1.333740 0.02 -0.01 -0.01
H 1.457073 -1.074257 2.744536 0.01 -0.01 0.01
H 3.242907 -2.751157 3.097512 -0.01 -0.01 0.00
H 6.951513 -2.429273 1.321723 0.00 0.00 0.00
H 8.262052 -1.709430 3.306470 0.00 0.00 0.00
H 6.126448 -4.167904 5.799092 0.00 0.00 0.00
H 4.730082 -5.008874 3.923176 -0.02 0.01 0.00
C -4.339183 0.240722 1.050252 -0.02 0.01 -0.01
N -4.797665 0.488312 -0.305913 -0.08 -0.10 0.00
C -5.765701 1.553939 -0.460617 0.04 0.08 0.00
C -4.075591 -0.008325 -1.346959 0.01 -0.06 0.00
N -2.897788 -0.500294 -1.156512 0.12 0.25 -0.34
N -4.716181 0.049325 -2.591321 0.04 0.03 0.04
C -3.892943 -0.123379 -3.767255 -0.01 -0.03 -0.02
C -6.020333 -0.587888 -2.705609 -0.02 0.02 0.00
H -5.158075 0.475031 1.730675 0.00 -0.02 0.00
H -3.473839 0.857339 1.306856 0.00 0.02 0.02
H -4.059850 -0.802957 1.171691 0.05 0.01 0.00
H -5.407632 2.460987 0.036909 -0.01 0.00 0.00
H -6.722209 1.274982 -0.010132 0.00 0.01 -0.02
H -5.920110 1.778319 -1.511651 0.00 0.01 0.01
H -2.571264 -0.989397 -1.980932 -0.04 -0.03 0.00
H -2.974490 0.452906 -3.669566 -0.01 0.01 0.00
H -4.440895 0.245247 -4.635278 0.00 -0.01 0.00
H -3.634661 -1.174948 -3.958453 0.01 0.00 0.01
H -6.502207 -0.631243 -1.733270 -0.01 0.01 0.00
H -5.922125 -1.613029 -3.083489 0.00 0.00 0.01
H -6.661722 -0.028686 -3.390147 0.01 -0.01 -0.01
```
Forces are in eV/Å.

Values from the calculation:
- LUMO level (eV) = -0.2778
- strongest force on any atom (Eh/bohr) = 0.02341
- relative energy (zero: lowest compared OMol25 entry of this formula, charge and spin) (kcal/mol) = 39.0
- gap between HOMO and LUMO (eV) = 7.108
- highest occupied orbital energy (eV) = -7.3856

***

3.
# C23H25ClN2O4S

C23H25ClN2O4S in the gas phase at a distorted geometry (wB97M-V/def2-TZVPD, the OMol25 dataset).

Structure (XYZ):
```
56
Properties=species:S:1:pos:R:3:forces:R:3
C 3.319082 -3.758157 -0.187234 0.17 -0.02 0.19
C 4.237314 -3.351165 0.957709 -0.14 0.25 -0.07
C 3.787099 -2.043098 1.616548 0.33 0.00 -0.23
N 2.561524 -2.240702 2.320094 -0.40 -0.29 0.44
C 1.473342 -1.763889 1.936925 0.72 0.61 -0.83
S 1.190881 -0.684884 0.508924 0.29 -0.22 0.18
C -0.510747 -0.578200 0.876111 -0.38 0.55 -0.60
C -1.485139 0.099880 0.236816 0.32 -0.63 0.79
C -1.438742 0.937192 -0.931555 -0.01 0.37 -0.51
C -2.616300 1.567460 -1.348093 0.29 -0.16 0.12
C -2.647274 2.388165 -2.456250 0.01 0.22 -0.30
C -1.492634 2.611620 -3.201752 0.19 -0.19 0.15
O -1.402979 3.389824 -4.299831 0.11 -0.10 0.15
C -2.548544 4.087775 -4.754014 -0.43 0.36 -0.41
C -2.092132 4.938153 -5.948391 -0.04 0.22 0.77
O -1.513519 4.143689 -6.944813 0.30 -0.22 -0.19
C -1.124945 6.032709 -5.469879 0.18 -0.31 -0.47
O -1.828829 6.891561 -4.600769 -0.16 0.24 0.24
C -0.311628 1.975931 -2.788273 -0.13 0.15 -0.16
Cl 1.126021 2.242249 -3.708748 0.18 -0.02 -0.04
C -0.277727 1.159710 -1.682282 -0.24 0.02 0.07
C -0.839696 -1.374851 2.074267 -0.64 -0.05 0.13
O -1.950172 -1.494778 2.542566 0.13 -0.05 -0.01
N 0.286653 -1.970956 2.587799 -0.51 -0.28 0.55
C 0.239425 -2.829691 3.726444 -0.18 -0.27 0.37
C 0.552475 -4.169714 3.558487 -0.09 0.07 0.02
C 0.501126 -5.029818 4.638577 0.02 -0.04 -0.06
C 0.132957 -4.544912 5.881940 0.00 -0.02 0.05
C -0.170587 -3.205641 6.041420 0.01 -0.03 -0.02
C -0.117979 -2.318985 4.972610 0.08 -0.01 -0.16
C -0.436413 -0.869487 5.160001 -0.10 0.02 -0.03
H 2.305050 -3.916680 0.173572 -0.13 -0.03 -0.03
H 3.667370 -4.681749 -0.643171 -0.04 -0.08 -0.09
H 3.293224 -2.983068 -0.950502 -0.04 0.05 -0.12
H 5.253547 -3.215207 0.584220 0.06 -0.04 0.05
H 4.250770 -4.133406 1.718277 0.09 0.01 0.04
H 3.693309 -1.255173 0.852710 0.20 0.00 0.02
H 4.531653 -1.736395 2.356948 0.01 0.08 -0.17
H -2.462781 -0.009662 0.694624 0.00 -0.05 0.06
H -3.525153 1.409028 -0.787295 -0.09 -0.03 0.07
H -3.574891 2.856408 -2.743588 -0.07 0.05 -0.04
H -3.321363 3.378926 -5.074967 0.08 0.04 0.05
H -2.943685 4.748649 -3.975806 0.03 -0.10 0.00
H -2.967979 5.416771 -6.396807 0.04 -0.04 0.13
H -0.829931 3.602405 -6.527560 -0.04 0.00 -0.05
H -0.751164 6.573859 -6.348698 -0.04 -0.12 0.06
H -0.275087 5.561700 -4.955866 -0.06 0.02 -0.11
H -1.242773 7.604238 -4.326379 -0.09 -0.07 0.00
H 0.654145 0.694398 -1.407070 0.10 0.04 -0.12
H 0.834727 -4.529720 2.581091 0.03 -0.02 -0.10
H 0.742967 -6.073551 4.508441 0.02 -0.09 -0.02
H 0.085651 -5.211276 6.730261 0.00 -0.06 0.08
H -0.450858 -2.832296 7.015676 -0.02 0.05 0.09
H -1.414710 -0.648393 4.732728 0.00 0.07 0.01
H -0.453574 -0.614321 6.216240 0.04 0.04 0.05
H 0.299623 -0.242476 4.657566 0.02 0.09 0.00
```
Forces are in eV/Å.

Values from the calculation:
- LUMO level (eV) = -0.2598
- SMILES string = CCC/N=C1\S/C(=C\c2ccc(OC[C@H](O)CO)c(Cl)c2)C(=O)N1c1ccccc1C
- strongest force on any atom (Eh/bohr) = 0.02454
- relative energy (zero: lowest compared OMol25 entry of this formula, charge and spin) (kcal/mol) = 2.1
- gap between HOMO and LUMO (eV) = 7.859
- highest occupied orbital energy (eV) = -8.1191